[1]
Molecular formula: CH2N2O2S
Method: DFT, ωB97M-V/def2-TZVPD

Each line ends with the Mulliken charge.
Element x y z (Å)
C  -3.16  0.83  0.24  0.161
N  0.39  0.24  -0.09  0.158
N  0.13  -1.02  -0.03  -0.572
O  2.93  0.66  0.49  -0.470
O  -4.23  1.21  0.34  -0.172
S  1.69  1.30  0.06  0.369
H  -0.29  0.88  -0.56  0.276
H  0.66  -1.56  0.68  0.250

Computed properties:
**Net charge**: 0
**F_max**: 2.4 eV Å⁻¹
**Orbital gap (spin up / spin down)**: 8.02 / 8.40 eV
**Total energy**: -18976.390 eV
**2S+1**: 1
**Highest occupied orbital energy (spin up / spin down)**: -8.54 / -8.47 eV

---

[2]
Molecular formula: FH16O8
Method: DFT, ωB97M-V/def2-TZVPD

Each line ends with the Mulliken charge.
Element x y z (Å)
F  6.72  7.56  5.96  -0.855
O  8.09  3.77  6.81  -0.696
H  8.09  4.47  6.12  0.406
H  8.16  4.25  7.62  0.289
O  5.01  3.71  6.22  -0.776
H  5.96  3.62  6.34  0.366
H  5.01  4.49  5.65  0.464
O  5.28  8.73  3.76  -0.705
H  5.84  8.59  4.56  0.341
H  4.45  8.26  3.85  0.325
O  5.00  8.60  8.17  -0.701
H  5.09  7.72  8.47  0.341
H  5.15  8.54  7.25  0.333
O  7.97  5.73  4.78  -0.769
H  7.60  6.57  5.17  0.454
H  8.90  5.85  4.52  0.279
O  7.88  6.99  8.57  -0.765
H  7.16  7.63  8.31  0.375
H  8.13  6.75  7.65  0.337
O  5.56  5.43  8.67  -0.655
H  6.46  5.66  8.49  0.344
H  5.37  4.90  7.90  0.332
O  4.56  6.18  5.08  -0.804
H  5.34  6.78  5.12  0.417
H  4.24  6.04  5.97  0.326

Computed properties:
**Net charge**: -1
**F_max**: 2.0 eV Å⁻¹
**Orbital gap**: 11.11 eV
**Total energy**: -19361.286 eV
**2S+1**: 1
**Highest occupied orbital energy**: -7.78 eV

---

Calculated energy above the lowest of the compared OMol25 structures with the same formula, charge and spin (kJ/mol), listed in the same order as above: 476.50 41.00